The following is a DFT calculation (the ωB97M-V functional and the def2-TZVPD basis) of a structure of composition C27H22BF4N5NbS2 in a non-equilibrium geometry.

Geometry (Å):
Nb -0.41 -0.04 -0.46
C -0.41 3.52 2.33
C -0.08 2.17 1.77
N -1.04 1.39 1.17
N -2.32 1.87 1.34
C -3.26 1.20 0.71
N -4.55 1.64 0.88
S -2.97 -0.19 -0.26
C 1.18 1.60 1.87
C 2.17 1.94 2.76
C 3.33 1.23 2.87
C 3.65 0.29 1.90
C 2.69 -0.07 0.98
N 1.46 0.49 1.04
H -1.48 3.70 2.05
H 0.17 4.32 1.92
H -0.19 3.50 3.42
H -4.74 2.39 1.55
H -5.37 1.07 0.65
H 2.02 2.81 3.39
H 4.01 1.36 3.68
H 4.65 -0.22 1.83
H 2.94 -0.75 0.26
S -1.86 -4.58 0.94
C -1.00 -4.00 2.32
C -1.23 -4.49 3.58
C -0.68 -3.78 4.70
C 0.07 -2.61 4.48
C 0.32 -2.10 3.20
C -0.33 -2.76 2.11
N -0.58 -2.24 0.81
C -1.23 -3.11 0.08
C -1.49 -2.89 -1.31
C -1.89 -3.89 -2.18
C -1.92 -3.66 -3.56
C -1.47 -2.44 -4.03
C -1.03 -1.46 -3.11
C -1.22 -1.57 -1.75
H -1.72 -5.43 3.67
H -0.67 -4.19 5.70
H 0.64 -2.15 5.30
H 0.89 -1.20 2.96
H -2.20 -4.86 -1.76
H -2.26 -4.49 -4.26
H -1.19 -2.33 -5.10
H -0.65 -0.56 -3.51
F 1.23 -0.89 -1.15
B 4.69 1.19 -3.69
F 3.44 1.69 -3.78
F 5.23 0.61 -4.75
F 5.39 1.42 -2.57
C 0.42 3.72 -3.60
C -0.88 3.13 -3.65
C -1.19 2.15 -2.75
C -0.29 1.60 -1.83
C 0.96 2.23 -1.74
C 1.28 3.35 -2.53
H 0.76 4.44 -4.33
H -1.57 3.39 -4.43
H -2.14 1.72 -2.74
H 1.74 1.88 -1.04
H 2.20 3.92 -2.30

## Properties
Net charge ... +1
E ... -2593.5232 Eh
Gap between HOMO and LUMO ... 6.08 eV
2S+1 ... 1
Energy above the lowest of the compared OMol25 structures with the same formula, charge and spin ... 7.8 kcal per mole